Entry 1:
C3H4N2O | ωB97M-V/def2-TZVPD

The geometry in ORCA input format:
```
! RIJCOSX wB97M-V def2-TZVPD def2/J DEFGRID3
* xyz 0 1
C -1.0676 -0.4061 0.0403
H 2.4648 -0.9903 -0.2704
H -1.6155 -0.6424 -0.8654
N 0.8416 1.1499 0.0462
C -0.4151 0.9115 0.1151
O -1.5291 1.5078 0.2546
H -1.4702 -0.8151 0.9606
C 1.4230 -1.2322 -0.2231
H 1.0333 2.1456 0.1276
N 0.3347 -1.6287 -0.1856
*
```

Relative energy (zero: lowest compared OMol25 entry of this formula, charge and spin) ... 386.4 kJ/mol
HOMO ... -0.3424 Eh
LUMO level ... -0.04 eV
E ... -301.340077 a.u.


Entry 2:
C5H7NO | ωB97M-V/def2-TZVPD

The geometry in ORCA input format:
```
! RIJCOSX wB97M-V def2-TZVPD def2/J DEFGRID3
* xyz 0 1
C 1.1131 0.4092 -0.1249
H -1.4522 2.4317 -0.7412
H 1.1562 -1.4743 -1.1768
H 1.1526 0.7429 0.9274
H 1.5112 -1.5894 0.5424
N 0.1152 1.1366 -0.8860
C 0.8547 -1.1040 -0.1922
C -0.5826 -1.5287 0.0274
H -0.9495 -2.4332 -0.4470
C -0.6493 1.9004 -0.2295
O -2.3098 -0.2804 1.3043
C -1.4877 -0.8644 0.7079
H -0.5672 2.0475 0.8586
H 2.0955 0.6061 -0.5705
*
```

Relative energy (zero: lowest compared OMol25 entry of this formula, charge and spin) ... 190.9 kJ/mol
HOMO ... -0.3244 Eh
LUMO level ... 0.87 eV
E ... -324.651751 a.u.


Entry 3:
C11H15N4Ru | ωB97M-V/def2-TZVPD

The geometry in ORCA input format:
```
! RIJCOSX wB97M-V def2-TZVPD def2/J DEFGRID3
* xyz 1 5
C -0.0008 2.2955 4.0407
H -1.2508 1.3742 -3.1202
C -0.9039 1.1635 -2.1197
C -0.2616 1.4423 1.3954
H -0.1826 -2.8013 -5.4164
N -0.4158 1.0618 0.0537
H 2.8785 -3.7830 -0.9183
H -0.8121 -2.5185 -2.3583
N -0.5160 -1.8407 -5.3527
C -0.3781 3.2032 3.0428
N -0.7559 -0.1643 -1.7499
C -0.4187 -0.2046 -0.4517
H -1.4145 -1.8211 -5.8273
C 0.2917 0.9595 3.6906
H 0.6286 0.2645 4.4634
H 0.1114 -1.2587 -5.9219
C -0.4896 2.7788 1.7235
C -0.6754 1.9215 -1.0117
C 0.0637 2.7602 5.4175
H 1.8932 -5.1284 -0.2261
H 2.0590 -3.5363 0.6647
H -0.5883 4.2433 3.2947
Ru -0.7916 -1.3414 -3.3774
C 2.0550 -4.0453 -0.3043
H 0.3844 -0.5062 2.0864
H 1.2028 -3.6206 -0.8851
H -0.4171 -1.0800 0.1860
H -0.7791 2.9744 -0.8629
N 0.0922 3.1822 6.5122
C 0.1530 0.5227 2.3616
H -0.7615 3.5028 0.9703
*
```

⟨S²⟩ ... 6.007
HOMO (alpha / beta) ... -0.3715 / -0.4516 Eh
LUMO level (alpha / beta) ... -3.27 / -4.95 eV
E ... -741.683608 a.u.


Entry 4:
C21H30N4O3S | ωB97M-V/def2-TZVPD

The geometry in ORCA input format:
```
! RIJCOSX wB97M-V def2-TZVPD def2/J DEFGRID3
* xyz 0 1
N 2.8311 0.3776 0.0598
H 0.6616 3.5361 -0.3238
N 1.9064 0.2113 3.2409
H 0.1886 -0.3180 1.2115
C 0.6118 -1.3050 1.8560
H 1.4788 -3.1900 1.4832
C 2.5543 2.7437 -0.1562
C 3.4910 1.5528 -0.6238
H -0.0031 -0.4512 3.9063
O -0.9958 -3.9573 0.3291
H 2.3748 2.9549 0.9894
H 2.5655 -1.6649 1.5837
H 1.5096 1.9838 -2.7519
H -3.3013 -3.2396 0.1281
S 2.5929 -0.5595 -2.3190
C -0.8847 -1.2008 -1.7789
H 2.2180 2.3452 3.3828
C -1.4140 -3.1510 -0.3032
H 1.1042 -3.8408 -0.7310
C 1.7137 -2.0393 1.1360
H 1.2677 -1.5760 3.9577
H 0.5485 1.7959 -0.2258
H 1.3255 -2.5180 -2.2018
C -4.6606 -1.5770 -1.0103
C -4.9531 -0.4659 -2.0149
H 1.6378 3.6725 -2.4609
O -6.1769 0.1673 -1.9926
H 2.6503 0.2562 5.2469
H -0.2975 -0.6072 -2.5329
C -2.7653 0.1286 -2.6234
H 2.5523 0.1635 1.0086
H 0.8759 1.7988 4.3757
H -2.0413 0.6981 -3.0637
H 3.0404 3.7232 -0.4782
C 1.0253 -2.5447 -1.1956
H -0.3401 -2.0599 1.7940
C 1.3061 1.4695 3.2428
H 4.3869 1.5121 0.0521
H -5.3813 -1.9785 -0.6534
C -0.5137 -2.4935 -1.1032
O -4.9331 1.5418 -3.2355
C 1.0874 2.8837 -2.1666
H -6.4844 2.2486 -2.4581
N -2.6123 -2.7900 -0.4979
C 0.9688 -0.6615 3.0622
H 0.7402 1.7064 2.4412
C 1.0291 2.6026 -0.7341
H 3.4639 -0.8171 4.1453
H -6.6506 0.9192 -3.8011
C -4.2125 0.5409 -2.4287
C -2.3475 -0.8617 -1.8825
C 2.3573 -0.4722 -0.6950
H 3.4356 1.2808 -1.6096
H 0.1923 2.9282 -2.4921
C 3.0655 0.0174 4.0651
H 3.7591 0.9816 3.9466
N 1.8006 -1.8570 -0.3270
C -3.2052 -1.8263 -1.1251
C -6.1447 1.2814 -2.6469
*
```

Relative energy (zero: lowest compared OMol25 entry of this formula, charge and spin) ... 1999.3 kJ/mol
HOMO ... -0.2801 Eh
LUMO level ... -0.27 eV
E ... -1660.448401 a.u.


| no. | molar mass (g/mol) |
| --- | --- |
| 1 | 84.1 |
| 2 | 97.1 |
| 3 | 304.3 |
| 4 | 418.6 |